(1)
A structure of composition C12H35CuNO9P. Source: the OMol25 dataset; level of theory: ωB97M-V/def2-TZVPD.

CARTESIAN COORDINATES (ANGSTROEM)
Cu -0.657 -0.335 -0.537
P -1.659 3.161 -3.385
O -0.395 2.296 -3.544
O -2.475 3.180 -4.728
O -1.293 4.625 -3.117
O -2.633 2.722 -2.302
C 5.327 -2.254 -2.519
C 5.428 -1.408 -3.864
O 4.209 -1.573 -4.556
H 5.203 -3.274 -2.882
H 4.417 -2.045 -1.956
H 6.269 -2.061 -2.007
H 6.240 -1.700 -4.530
H 5.531 -0.356 -3.597
H 3.567 -0.974 -4.168
C -4.018 5.275 5.389
C -3.576 5.213 3.941
O -3.391 3.842 3.631
H -3.957 6.315 5.711
H -3.389 4.764 6.119
H -5.024 4.885 5.543
H -2.688 5.798 3.706
H -4.423 5.594 3.370
H -3.521 3.797 2.680
C -3.139 -3.551 -7.235
C -4.266 -3.077 -6.263
O -3.567 -2.535 -5.194
H -3.578 -3.730 -8.216
H -2.642 -4.442 -6.850
H -2.384 -2.799 -7.462
H -4.759 -3.984 -5.912
H -4.964 -2.459 -6.827
H -3.355 -1.623 -5.407
C 5.613 3.434 1.130
C 4.584 3.973 0.133
O 3.665 4.905 0.663
H 5.012 2.821 1.802
H 6.100 4.088 1.854
H 6.388 2.849 0.634
H 4.033 3.115 -0.251
H 4.932 4.501 -0.755
H 2.871 4.838 0.127
C -0.612 -2.246 5.664
C -0.161 -2.584 4.250
C -1.224 -3.504 3.502
O -0.728 -3.800 2.205
C -1.378 -4.753 1.457
N 0.079 -1.374 3.543
H -1.598 -1.783 5.623
H 0.035 -1.557 6.206
H -0.879 -3.112 6.270
H 0.799 -3.082 4.382
H -2.182 -3.022 3.305
H -1.381 -4.480 3.962
H -1.226 -5.722 1.932
H -0.795 -4.739 0.537
H -2.428 -4.589 1.213
H -0.706 -0.752 3.671
H 0.745 -0.709 3.909

Frontier orbital gap: 2.76 eV
HOMO level: 0.0324 Eh
2S+1: 1
Net charge: -2

Atom charges from the Löwdin analysis, given in e for atoms 1 to 6: -0.21 -0.18 -0.40 -0.36 -0.36 -0.34

=====

(2)
A cluster of 3 separate species, C4H11NO2 in total. Source: the OMol25 dataset; level of theory: ωB97M-V/def2-TZVPD.

CARTESIAN COORDINATES (ANGSTROEM)
N 2.202 0.224 -0.400
C 1.298 1.259 -0.328
C -0.021 1.128 -0.560
C -1.112 1.970 -0.041
C -2.183 2.303 -0.767
H 3.183 0.442 -0.331
H 2.014 -0.644 -0.872
H 1.625 2.158 0.172
H -0.334 0.246 -1.115
H -0.994 2.246 0.999
H -2.902 2.888 -0.197
H -2.387 2.037 -1.791
H -0.095 -1.840 2.321
H 0.954 -1.355 1.238
O 0.426 -2.106 1.546
H 0.145 -3.731 0.363
H -1.301 -3.440 0.099
O -0.518 -3.787 -0.336

Frontier orbital gap (alpha / beta): 2.87 / 8.23 eV
HOMO level (alpha / beta): 0.0346 / -0.1657 Eh
2S+1: 2
Net charge: -1

Atom charges from the Löwdin analysis, given in e for atoms 1 to 6: -0.01 -0.33 -0.19 -0.25 -0.05 0.03

=====

(3)
A structure of composition C3H2O3Tl. Source: the OMol25 dataset; level of theory: ωB97M-V/def2-TZVPD.

CARTESIAN COORDINATES (ANGSTROEM)
O -3.710 0.062 -2.220
C -2.801 -0.121 -1.592
O 0.276 -1.501 0.875
C 1.350 -0.835 1.160
C 1.412 0.522 0.548
O 0.326 0.959 -0.184
H 1.522 0.775 1.749
Tl -0.784 -0.518 -0.419
H 2.409 0.658 0.082

Frontier orbital gap (alpha / beta): 6.56 / 7.94 eV
HOMO level (alpha / beta): -0.4861 / -0.5301 Eh
2S+1: 1
Net charge: +1

Atom charges from the Löwdin analysis, given in e for atoms 1 to 6: 0.22 0.00 -0.19 -0.01 -0.32 -0.30

=====

(4)
A structure of composition C25H29Br2N4OTi. Source: the OMol25 dataset; level of theory: ωB97M-V/def2-TZVPD.

CARTESIAN COORDINATES (ANGSTROEM)
Ti 0.153 0.242 0.791
O -0.514 -3.658 1.920
C -0.053 -2.546 1.664
N -0.709 -1.387 1.633
C -2.147 -1.484 1.604
C -2.745 -0.129 1.357
C -4.006 0.201 1.831
C -4.540 1.430 1.491
C -3.789 2.298 0.706
C -2.512 1.925 0.338
N -1.995 0.738 0.673
C 1.400 -2.385 1.317
C 2.296 -3.432 1.417
C 3.615 -3.215 1.062
C 3.995 -1.956 0.615
C 3.041 -0.961 0.536
N 1.771 -1.176 0.879
H -2.561 -1.915 2.520
H -2.440 -2.132 0.766
H -4.548 -0.503 2.448
H -5.525 1.717 1.836
H -4.174 3.263 0.410
H -1.865 2.575 -0.238
H 1.926 -4.388 1.760
H 4.342 -4.014 1.126
H 5.014 -1.748 0.321
H 3.274 0.032 0.170
Br 1.112 1.901 -1.142
C 1.207 1.527 -3.189
Br -0.502 -1.262 -1.416
H 2.187 2.033 -3.308
H 0.516 2.350 -3.464
C 0.306 4.264 1.130
C 1.590 4.022 1.921
C 2.726 3.344 1.152
C 1.328 3.301 3.231
C 1.610 4.004 4.398
C 1.441 3.447 5.653
C 0.981 2.145 5.723
C 0.684 1.399 4.586
C 0.180 -0.015 4.815
C -1.282 -0.152 4.384
C 1.126 -1.052 4.210
C 0.846 1.966 3.295
N 0.559 1.250 2.147
H 0.518 4.736 0.168
H -0.355 4.917 1.706
H -0.216 3.330 0.938
H 1.962 5.014 2.194
H 2.514 2.290 0.976
H 3.645 3.416 1.737
H 2.885 3.818 0.181
H 1.974 5.021 4.308
H 1.662 4.012 6.550
H 0.843 1.681 6.693
H 0.196 -0.175 5.897
H -1.423 0.246 3.384
H -1.920 0.416 5.066
H -1.599 -1.198 4.395
H 1.318 -0.833 3.160
H 0.714 -2.061 4.289
H 2.083 -1.026 4.737

Frontier orbital gap: 6.02 eV
HOMO level: -0.1301 Eh
2S+1: 1
Net charge: -1

Atom charges from the Löwdin analysis, given in e for atoms 1 to 6: 0.56 0.03 -0.56 -0.13 -0.20 -0.27

=====

Ordered energy above the lowest of the compared OMol25 structures with the same formula, charge and spin results: 480.45; 229.54; 552.13; 208.86; unit kJ/mol.